No. 1
{"formula": "C28H46BiNOP2", "method": "ωB97M-V/def2-TZVPD", "elements": ["Bi", "C", "C", "C", "C", "C", "C", "H", "H", "H", "C", "H", "H", "H", "C", "H", "H", "H", "C", "H", "H", "H", "C", "H", "H", "H", "C", "C", "C", "C", "C", "C", "C", "C", "H", "H", "H", "H", "H", "H", "H", "H", "H", "H", "H", "H", "P", "C", "C", "P", "C", "C", "C", "H", "H", "H", "H", "H", "H", "H", "H", "H", "H", "H", "H", "H", "H", "O", "N", "C", "C", "C", "C", "C", "H", "H", "H", "H", "H"], "xyz": [[-3.8417, -1.2857, -2.0747], [2.0233, 1.7558, 3.5386], [2.4066, 2.4517, 2.3629], [0.3357, 3.1948, 2.9914], [0.7306, 2.2038, 3.9093], [1.3660, 3.3497, 2.0386], [2.8773, 0.7871, 4.2656], [3.1458, -0.0930, 3.6595], [2.3792, 0.4141, 5.1679], [3.8298, 1.2401, 4.5907], [-0.0170, 1.7616, 5.0974], [0.5311, 1.0183, 5.6764], [-0.9885, 1.3310, 4.8446], [-0.2155, 2.5989, 5.7692], [-0.8939, 3.9815, 3.0829], [-1.0383, 4.3785, 4.0824], [-1.7890, 3.4140, 2.8502], [-0.8693, 4.8255, 2.4110], [1.4272, 4.3608, 0.9771], [2.1239, 5.1715, 1.2071], [0.4633, 4.8296, 0.8111], [1.7563, 3.9547, 0.0229], [3.7013, 2.3408, 1.6461], [4.3226, 3.2455, 1.7879], [3.5500, 2.2161, 0.5591], [4.2875, 1.4825, 2.0089], [1.3117, -1.9364, 1.1487], [2.4215, -1.1666, 1.0875], [3.4429, -1.2061, -0.0053], [2.8605, -1.7572, -1.3217], [2.1157, -0.5938, -1.9273], [0.9801, -0.0494, -1.4504], [-0.1061, -0.7208, -0.6410], [0.2019, -2.0856, 0.1080], [4.3714, -1.6972, 0.3272], [2.2653, -2.6491, -1.0747], [3.7912, -0.1821, -0.1672], [0.4092, -2.9052, -0.5999], [1.1005, -2.3948, 2.0855], [2.6833, -0.5545, 1.9590], [-0.7419, -2.3890, 0.6229], [-0.5757, -0.0212, 0.0816], [0.5629, 0.8488, -1.8940], [-0.9773, -0.8204, -1.3314], [3.6539, -2.1383, -1.9870], [2.5796, -0.2324, -2.8548], [-0.5527, -2.9894, -3.1322], [-0.9924, -4.7813, -3.4927], [1.1123, -3.2127, -3.9930], [-1.4526, -0.2117, -4.0052], [-1.4704, -2.0454, -4.4084], [0.0728, 0.1913, -4.9873], [-2.3087, 0.8798, -5.2497], [-2.0771, -4.9052, -3.3895], [-0.4761, -5.4365, -2.7653], [-0.6777, -5.0548, -4.5131], [1.0055, -3.8562, -4.8772], [1.8512, -3.7061, -3.3430], [1.5560, -2.2692, -4.3176], [-2.3630, 0.4390, -6.2578], [-1.7862, 1.8640, -5.2731], [-3.3116, 1.0510, -4.8592], [-2.5131, -2.3741, -4.3321], [-1.0973, -2.2665, -5.4079], [0.0828, 1.2578, -5.2252], [0.0183, -0.3075, -5.9605], [1.0007, -0.0524, -4.4853], [-3.6680, 0.2969, -0.2377], [-3.9196, 0.0503, 1.0959], [-3.9218, 1.0792, 1.9972], [-4.0958, 0.8206, 3.3532], [-4.4198, -0.4648, 3.7750], [-4.3146, -1.5028, 2.8546], [-4.1743, -1.2192, 1.5119], [-3.8124, 2.0878, 1.6279], [-3.9417, 1.5965, 4.1014], [-4.7028, -0.6537, 4.8037], [-4.3750, -2.5472, 3.1559], [-4.2303, -2.0354, 0.7864]], "homo_ev": [-8.820, -8.920], "relative_energy_kcal_mol": 3.5, "spin_multiplicity": 2, "e_tot_ha": -2121.2912, "s2": 1.774, "total_charge": 1, "lumo_ev": [-4.176, -4.761]}

=====

No. 2
{"formula": "C36H59N6O4S2SiTi", "method": "ωB97M-V/def2-TZVPD", "elements": ["Ti", "C", "C", "C", "C", "O", "Si", "S", "O", "C", "C", "C", "C", "O", "C", "C", "C", "C", "H", "H", "H", "H", "H", "H", "H", "H", "H", "H", "H", "H", "H", "H", "H", "H", "H", "H", "H", "H", "H", "H", "H", "H", "H", "H", "H", "C", "N", "C", "C", "C", "N", "C", "C", "H", "H", "H", "H", "H", "H", "H", "H", "H", "H", "H", "H", "H", "H", "H", "H", "N", "C", "C", "C", "C", "C", "C", "S", "N", "C", "C", "C", "C", "C", "C", "N", "H", "H", "H", "H", "H", "H", "H", "H", "H", "O", "C", "C", "C", "C", "C", "C", "N", "H", "H", "H", "H", "H", "H", "H"], "xyz": [[-1.2488, 0.7217, -0.5132], [0.7903, -3.8451, 1.5596], [1.8812, -3.2375, 0.6937], [2.2517, -4.2041, -0.4237], [3.1014, -2.9125, 1.5472], [1.3452, -2.0044, 0.1068], [2.2291, -0.8031, -0.5293], [0.7073, 0.4521, -1.5597], [3.2287, -1.1360, -1.6859], [4.4035, -1.4919, -2.4941], [5.4078, -2.2000, -1.6022], [3.9115, -2.4066, -3.6056], [4.9772, -0.2119, -3.0840], [2.5611, 0.1801, 0.7385], [3.5798, 1.1971, 1.0303], [3.8349, 2.0258, -0.2202], [4.8422, 0.4912, 1.4965], [3.0067, 2.0633, 2.1430], [1.0909, -4.8521, 1.8478], [-0.1487, -3.9162, 1.0075], [0.6390, -3.2682, 2.4721], [2.7825, -5.0590, -0.0064], [2.8971, -3.7155, -1.1516], [1.3641, -4.5743, -0.9380], [3.4602, -3.8147, 2.0402], [2.8558, -2.1757, 2.3138], [3.9135, -2.5125, 0.9327], [5.0060, -3.1404, -1.2250], [5.6897, -1.5710, -0.7579], [6.3077, -2.4203, -2.1750], [3.3871, -3.2742, -3.2036], [4.7649, -2.7643, -4.1797], [3.2494, -1.8672, -4.2838], [5.5568, 0.3488, -2.3508], [4.1736, 0.4161, -3.4705], [5.6404, -0.4604, -3.9113], [4.2375, 1.3964, -1.0126], [4.5544, 2.8144, -0.0063], [2.9055, 2.4790, -0.5734], [5.2245, -0.1634, 0.7132], [4.6493, -0.1050, 2.3883], [5.6088, 1.2273, 1.7348], [2.0834, 2.5550, 1.8245], [3.7281, 2.8380, 2.4003], [2.8226, 1.4746, 3.0432], [-2.7565, 2.5439, -2.4628], [-2.7635, 1.0853, -2.1561], [-4.1535, 0.7747, -1.7290], [-2.5589, 0.4010, -3.4811], [-2.6397, -1.1268, -3.4980], [-1.5275, -1.7991, -2.8492], [-1.8440, -3.1822, -2.4486], [-0.3896, -1.8644, -3.7726], [-3.5279, 2.7685, -3.2033], [-1.7971, 2.8455, -2.8785], [-2.9787, 3.1274, -1.5723], [-4.8485, 0.9730, -2.5490], [-4.4438, 1.4060, -0.8946], [-4.2700, -0.2650, -1.4337], [-1.6096, 0.7440, -3.8937], [-3.3569, 0.7425, -4.1469], [-2.6988, -1.4072, -4.5585], [-3.5760, -1.4550, -3.0422], [-2.8990, -3.2992, -2.2056], [-1.2365, -3.4452, -1.5808], [-1.6271, -3.8908, -3.2534], [-0.6586, -2.4242, -4.6756], [0.4407, -2.3749, -3.2855], [-0.0536, -0.8723, -4.0674], [-3.0465, 3.4223, 2.4618], [-3.9011, 2.8081, 3.4129], [-4.1671, 3.4491, 4.6100], [-4.9998, 2.8480, 5.5451], [-5.5539, 1.6064, 5.2876], [-5.2710, 0.9497, 4.0936], [-4.4511, 1.5612, 3.1663], [-4.1250, 0.7677, 1.6048], [-2.7614, 1.6188, 0.9932], [-2.4572, 2.8074, 1.4333], [-1.3834, 3.5246, 0.7069], [-0.9857, 4.8103, 1.0384], [0.0122, 5.4323, 0.3030], [0.5664, 4.7513, -0.7652], [0.1091, 3.4770, -1.0471], [-0.8347, 2.8554, -0.3257], [-2.7880, 4.3682, 2.6866], [-3.7392, 4.4254, 4.8087], [-5.2129, 3.3568, 6.4745], [-6.2160, 1.1472, 6.0082], [-5.7118, -0.0159, 3.8796], [-1.4295, 5.3514, 1.8606], [0.3415, 6.4299, 0.5611], [1.3404, 5.2007, -1.3708], [0.5178, 2.9294, -1.8820], [0.0754, 0.9088, 1.2763], [-0.3167, 0.0982, 2.3839], [-1.3780, -0.8749, 1.9635], [-2.0111, -1.6887, 2.8868], [-2.9749, -2.5850, 2.4570], [-3.2668, -2.6500, 1.0979], [-2.6153, -1.7884, 0.2465], [-1.6870, -0.9050, 0.6570], [1.0381, 0.7323, 1.0974], [-0.6958, 0.7417, 3.1825], [0.5408, -0.4542, 2.7768], [-1.7457, -1.6204, 3.9340], [-3.4927, -3.2209, 3.1626], [-3.9923, -3.3541, 0.7158], [-2.8098, -1.8010, -0.8149]], "homo_ev": -15.382, "relative_energy_kcal_mol": 14.5, "spin_multiplicity": 1, "e_tot_ha": -3971.4157, "total_charge": 3, "lumo_ev": -9.610}

=====

No. 3
{"formula": "C2H6P2", "method": "ωB97M-V/def2-TZVPD", "elements": ["C", "C", "P", "P", "H", "H", "H", "H", "H", "H"], "xyz": [[-0.9464, 0.3753, 1.2292], [-0.4929, 1.2828, 0.2660], [0.0275, -0.1219, -1.1961], [1.5153, -1.5436, -0.4253], [-0.3094, -0.1951, 1.9545], [-1.9078, 0.0203, 0.8810], [-1.3171, 1.6446, -0.2668], [0.2479, 2.0209, 0.4405], [2.2432, -1.0082, -1.5355], [0.9397, -2.4752, -1.3475]], "homo_ev": [-7.405, -7.629], "relative_energy_kcal_mol": 47.4, "spin_multiplicity": 1, "e_tot_ha": -762.3661, "lumo_ev": [-0.683, -0.456]}

=====

No. 4
{"formula": "C17H16Br3N3O2", "method": "ωB97M-V/def2-TZVPD", "elements": ["C", "Br", "Br", "Br", "H", "C", "C", "C", "C", "C", "C", "N", "O", "O", "H", "H", "H", "H", "H", "N", "C", "C", "C", "C", "C", "H", "H", "H", "H", "H", "N", "C", "C", "C", "C", "C", "H", "H", "H", "H", "H"], "xyz": [[-0.6722, 3.4069, -0.1382], [-1.5337, 1.8051, -0.8634], [0.8338, 4.0645, -1.3011], [-0.1334, 2.9182, 1.7542], [-1.5194, 4.0838, -0.0282], [-3.3886, -1.7966, -0.8450], [-4.5488, -2.6175, -0.8177], [-5.3569, -2.9006, -1.9385], [-5.0892, -2.2880, -3.1377], [-4.0399, -1.3746, -3.1513], [-3.1771, -1.0850, -2.1107], [-5.8834, -2.7562, -4.3434], [-6.8291, -3.5647, -4.2249], [-5.3524, -2.3420, -5.4039], [-2.8822, -1.5610, 0.0794], [-4.8794, -2.9637, 0.1504], [-6.1760, -3.5604, -1.6932], [-3.8440, -0.7950, -4.0413], [-2.5256, -0.2674, -2.3815], [-0.4107, -2.5962, 3.0134], [-0.2728, -1.2945, 2.8548], [0.9048, -0.6197, 2.7313], [2.0637, -1.3544, 2.9644], [1.9494, -2.7396, 3.1207], [0.6786, -3.3601, 3.1647], [-1.1897, -0.7861, 2.5957], [1.0242, 0.4305, 2.5097], [3.0249, -0.8655, 3.0242], [2.8050, -3.3861, 3.2486], [0.6229, -4.4173, 3.3783], [4.9584, 4.2084, -1.0486], [4.0548, 4.1801, -0.0693], [4.0807, 3.3006, 0.9774], [5.0620, 2.2700, 1.0422], [6.0360, 2.3110, 0.0653], [5.9704, 3.3220, -0.9687], [3.2943, 4.9282, -0.2376], [3.4033, 3.3561, 1.8168], [5.2906, 1.7053, 1.9340], [6.8432, 1.5998, -0.0297], [6.8033, 3.4017, -1.6516]], "homo_ev": [-11.440, -11.440], "spin_multiplicity": 2, "e_tot_ha": -8693.6508, "s2": 0.770, "total_charge": 1, "lumo_ev": [-5.061, -9.269]}

=====

> What is the formula in the first record?

C28H46BiNOP2

=====

What did the fourth record say?
{"formula": "C17H16Br3N3O2", "method": "ωB97M-V/def2-TZVPD", "elements": ["C", "Br", "Br", "Br", "H", "C", "C", "C", "C", "C", "C", "N", "O", "O", "H", "H", "H", "H", "H", "N", "C", "C", "C", "C", "C", "H", "H", "H", "H", "H", "N", "C", "C", "C", "C", "C", "H", "H", "H", "H", "H"], "xyz": [[-0.6722, 3.4069, -0.1382], [-1.5337, 1.8051, -0.8634], [0.8338, 4.0645, -1.3011], [-0.1334, 2.9182, 1.7542], [-1.5194, 4.0838, -0.0282], [-3.3886, -1.7966, -0.8450], [-4.5488, -2.6175, -0.8177], [-5.3569, -2.9006, -1.9385], [-5.0892, -2.2880, -3.1377], [-4.0399, -1.3746, -3.1513], [-3.1771, -1.0850, -2.1107], [-5.8834, -2.7562, -4.3434], [-6.8291, -3.5647, -4.2249], [-5.3524, -2.3420, -5.4039], [-2.8822, -1.5610, 0.0794], [-4.8794, -2.9637, 0.1504], [-6.1760, -3.5604, -1.6932], [-3.8440, -0.7950, -4.0413], [-2.5256, -0.2674, -2.3815], [-0.4107, -2.5962, 3.0134], [-0.2728, -1.2945, 2.8548], [0.9048, -0.6197, 2.7313], [2.0637, -1.3544, 2.9644], [1.9494, -2.7396, 3.1207], [0.6786, -3.3601, 3.1647], [-1.1897, -0.7861, 2.5957], [1.0242, 0.4305, 2.5097], [3.0249, -0.8655, 3.0242], [2.8050, -3.3861, 3.2486], [0.6229, -4.4173, 3.3783], [4.9584, 4.2084, -1.0486], [4.0548, 4.1801, -0.0693], [4.0807, 3.3006, 0.9774], [5.0620, 2.2700, 1.0422], [6.0360, 2.3110, 0.0653], [5.9704, 3.3220, -0.9687], [3.2943, 4.9282, -0.2376], [3.4033, 3.3561, 1.8168], [5.2906, 1.7053, 1.9340], [6.8432, 1.5998, -0.0297], [6.8033, 3.4017, -1.6516]], "homo_ev": [-11.440, -11.440], "spin_multiplicity": 2, "e_tot_ha": -8693.6508, "s2": 0.770, "total_charge": 1, "lumo_ev": [-5.061, -9.269]}

=====

> Number 3 is which compound?

C2H6P2